Record 1
A 2-piece molecular cluster, S2 overall at a distorted geometry, computed with wB97M-V/def2-TZVPD.

Atoms and positions in Å:
S: 0.00000 0.00000 1.74040
S: 0.00000 0.00000 -1.74040

Energy above the lowest of the compared OMol25 structures with the same formula, charge and spin   165.8 kcal/mol
E_tot   -796.05669 a.u.

In the Löwdin picture, each atom carries the following charge in e: atom 1 (S): 0.000, atom 2 (S): 0.000



Record 2
C34H27AuF3GeN2S as an isolated structure at a distorted geometry, computed with wB97M-V/def2-TZVPD.

Atoms and positions in Å:
Au: -0.77442 -0.65584 -0.01751
C: -1.94458 -1.83433 3.18925
C: -2.83994 -2.32735 2.09913
C: -3.94109 -3.14267 2.42652
C: -4.76722 -3.60167 1.44380
C: -4.50288 -3.24712 0.10656
C: -5.32650 -3.68224 -0.96427
C: -5.05985 -3.32110 -2.26992
C: -3.96890 -2.51678 -2.54471
C: -3.11769 -2.05968 -1.51509
S: -1.82472 -1.08713 -1.98698
C: -3.38766 -2.43355 -0.14731
N: -2.57275 -1.98667 0.83986
H: -2.32378 -2.12751 4.16430
H: -1.86872 -0.74728 3.16196
H: -0.94529 -2.25595 3.07458
H: -4.11735 -3.39367 3.46264
H: -5.61935 -4.22760 1.67722
H: -6.18023 -4.30827 -0.73587
H: -5.69738 -3.66136 -3.07336
H: -3.74858 -2.22455 -3.56362
F: 1.96189 0.16523 6.21136
C: 2.07773 1.16595 5.33294
F: 1.50616 2.25292 5.84657
F: 3.37762 1.41237 5.14686
C: 1.43392 0.77067 4.01658
C: 0.47616 1.56775 3.41610
C: -0.07398 1.14680 2.22247
N: 0.28795 -0.00966 1.64558
C: 1.23585 -0.77013 2.21673
C: 1.83042 -0.40921 3.40477
H: 0.16784 2.50518 3.85606
H: -0.80593 1.74750 1.69766
H: 1.52744 -1.66859 1.69137
H: 2.59546 -1.03702 3.84074
C: -0.90610 5.00938 -1.61298
C: 0.36969 4.72671 -2.08222
C: 0.87515 3.43791 -1.99835
C: 0.10393 2.41889 -1.43660
C: -1.17576 2.71289 -0.96864
C: -1.68215 4.00298 -1.05753
Ge: 0.98122 0.69937 -1.31547
C: 2.54945 0.73298 -0.18307
C: 2.81997 1.86391 0.58844
C: 3.91709 1.88726 1.44028
C: 4.73967 0.77424 1.54570
C: 4.47021 -0.36448 0.79703
C: 3.37706 -0.38796 -0.05596
C: 1.40863 0.02320 -3.07325
C: 2.67662 -0.48918 -3.36568
C: 2.95546 -1.00317 -4.62350
C: 1.97317 -1.02695 -5.60152
C: 0.71602 -0.50199 -5.33586
C: 0.43851 0.02038 -4.08370
H: -1.29909 6.01399 -1.69239
H: 0.97136 5.51044 -2.52277
H: 1.86639 3.22867 -2.38689
H: -1.80085 1.93345 -0.54134
H: -2.67824 4.22250 -0.69648
H: 2.18357 2.73927 0.51447
H: 4.13716 2.77933 2.01238
H: 5.59655 0.79678 2.20606
H: 5.11694 -1.22894 0.87347
H: 3.17926 -1.28308 -0.63556
H: 3.46789 -0.44841 -2.63113
H: 3.94613 -1.37872 -4.84206
H: 2.19602 -1.42762 -6.58139
H: -0.03823 -0.48285 -6.11128
H: -0.52237 0.49138 -3.91518

Spin multiplicity   2
Charge   +2
Energy above the lowest of the compared OMol25 structures with the same formula, charge and spin   1.2 kcal/mol
E_tot   -4331.25121 a.u.
⟨S²⟩   0.78

Results of the Löwdin charge analysis, in e, for atoms 1 through 8: atom 1 (Au): 0.785, atom 2 (C): -0.010, atom 3 (C): -0.268, atom 4 (C): 0.028, atom 5 (C): 0.051, atom 6 (C): -0.129, atom 7 (C): 0.062, atom 8 (C): -0.014



Record 3
A single C6H9NO2 molecule at a distorted geometry, computed with wB97M-V/def2-TZVPD.

Atoms and positions in Å:
C: -0.52053 0.85996 1.69243
C: -0.46355 0.22495 0.33939
C: -1.10156 0.59530 -0.79554
O: -2.04467 1.56149 -0.91369
C: -0.75192 -0.19119 -1.95172
C: 0.11891 -1.16978 -1.65959
O: 0.43951 -2.34041 -1.80024
N: 0.49262 -0.80947 0.02042
C: 1.88369 -0.50670 0.37165
H: 0.21180 1.66120 1.81132
H: -1.50615 1.28629 1.87605
H: -0.32381 0.12002 2.47568
H: -2.15457 2.01467 -0.06942
H: -1.27663 -0.12413 -2.88697
H: 0.30904 -1.88893 0.13485
H: 2.52733 -1.28502 -0.03636
H: 2.15032 0.45827 -0.06074
H: 2.01017 -0.46652 1.45249

Energy above the lowest of the compared OMol25 structures with the same formula, charge and spin   58.1 kcal/mol
E_tot   -439.18377 a.u.
SMILES   CC1=C(O)C=C([O-])[N@H+]1C

Results of the Löwdin charge analysis, in e, for atoms 1 through 8: atom 1 (C): -0.045, atom 2 (C): -0.265, atom 3 (C): -0.294, atom 4 (O): 0.086, atom 5 (C): 0.005, atom 6 (C): -0.339, atom 7 (O): 0.015, atom 8 (N): -0.077



Record 4
A single C17H21N3O2 molecule at a distorted geometry, computed with wB97M-V/def2-TZVPD.

Atoms and positions in Å:
C: -0.50832 -0.87788 -6.05860
C: -0.21414 -0.34635 -4.71033
N: -1.08039 0.02348 -3.83125
C: -0.34212 0.44181 -2.74647
C: -0.73432 0.95425 -1.51919
C: 0.26903 1.27535 -0.61138
N: -0.02088 1.78345 0.65427
C: -0.95305 1.38015 1.59379
O: -0.93967 1.88974 2.69647
N: -1.86394 0.45079 1.19568
C: -2.59027 -0.29684 2.19790
C: -1.91200 -1.65017 2.48090
C: -0.45251 -1.44523 2.78260
C: 0.47133 -1.59499 1.84159
C: 1.92967 -1.31846 2.04026
C: 2.16282 -0.47311 3.28834
C: 1.37777 -1.06635 4.45205
C: -0.11618 -0.95781 4.16246
C: 1.62349 1.13388 -0.96273
C: 2.02335 0.64281 -2.18870
C: 1.02000 0.28391 -3.06782
O: 1.08468 -0.22163 -4.32825
H: -0.06196 -1.86403 -6.17612
H: -1.58376 -0.94019 -6.18779
H: -0.08369 -0.22205 -6.81721
H: -1.77564 1.13478 -1.31264
H: 0.69794 2.36120 1.06918
H: -1.64143 -0.06912 0.35913
H: -2.61095 0.31804 3.09897
H: -3.61431 -0.45526 1.84775
H: -2.02247 -2.29088 1.60229
H: -2.41897 -2.12682 3.32114
H: 0.19496 -1.95120 0.85566
H: 2.46556 -2.27020 2.13162
H: 2.32456 -0.81502 1.15306
H: 1.81163 0.54570 3.11261
H: 3.22876 -0.43223 3.52164
H: 1.65515 -2.11581 4.57695
H: 1.61388 -0.54068 5.37888
H: -0.42517 0.08917 4.24120
H: -0.68724 -1.52504 4.90211
H: 2.37335 1.42727 -0.24276
H: 3.06480 0.54212 -2.44734

Energy above the lowest of the compared OMol25 structures with the same formula, charge and spin   9.9 kcal/mol
E_tot   -975.19546 a.u.
SMILES   Cc1nc2cc(NC(=O)NCCC3=CCCCC3)ccc2o1

Results of the Löwdin charge analysis, in e, for atoms 1 through 8: atom 1 (C): 0.012, atom 2 (C): -0.374, atom 3 (N): 0.188, atom 4 (C): -0.208, atom 5 (C): 0.044, atom 6 (C): -0.246, atom 7 (N): 0.138, atom 8 (C): -0.557



Record 5
A 2-piece molecular cluster, C6H12S overall at a distorted geometry, computed with wB97M-V/def2-TZVPD.

Atoms and positions in Å:
C: -1.52519 0.94742 -0.79353
C: -2.82751 0.92372 -0.50327
C: 1.76980 -0.16355 0.33356
C: -3.54591 0.32912 0.68282
C: 1.95303 1.30032 -0.11436
C: 2.93409 -2.60238 0.19997
S: 3.02003 -0.92115 -0.37409
H: -0.79849 0.56236 0.00993
H: -1.05461 1.43068 -1.60717
H: -3.58876 1.29074 -1.24574
H: -4.41271 0.83167 0.91741
H: -2.76617 0.37582 1.50993
H: -4.03136 -0.64347 0.53374
H: 2.38343 1.95397 0.73501
H: 0.97080 1.89474 -0.32096
H: 2.62603 1.43243 -1.00184
H: 2.06346 -2.85763 0.73591
H: 3.73638 -2.73561 0.86559
H: 3.09366 -3.34922 -0.56289

Energy above the lowest of the compared OMol25 structures with the same formula, charge and spin   91.8 kcal/mol
E_tot   -633.83837 a.u.

Results of the Löwdin charge analysis, in e, for atoms 1 through 8: atom 1 (C): -0.030, atom 2 (C): -0.251, atom 3 (C): -0.461, atom 4 (C): -0.120, atom 5 (C): -0.310, atom 6 (C): -0.386, atom 7 (S): 0.902, atom 8 (H): 0.054



Record 6
C32H40Cl5CoNP2 as an isolated structure at a distorted geometry, computed with wB97M-V/def2-TZVPD.

Atoms and positions in Å:
Co: 0.23731 0.76283 -0.30698
C: -2.40101 -0.78211 -3.41409
C: -2.64604 -0.79288 -1.91333
C: -2.12651 -2.08132 -1.26619
P: -1.86756 0.65548 -0.96884
C: -2.59038 2.05163 -2.03287
C: -1.87551 3.44652 -2.01537
C: -4.08973 2.21458 -1.75282
C: -2.49625 0.26421 0.71565
C: -3.82816 0.31527 1.06904
C: -4.26615 -0.08085 2.37453
C: -5.69593 0.11465 2.88363
C: -3.33936 -0.69796 3.23314
C: -2.00225 -0.75796 2.90078
C: -1.52106 -0.21669 1.68342
N: -0.21858 -0.12432 1.34114
C: 0.91495 -0.60449 1.92531
C: 1.17893 -0.55686 3.31325
C: 2.46302 -0.79084 3.79872
C: 3.48433 -1.07735 2.88273
C: 4.90161 -1.10838 3.36605
C: 3.20209 -1.25193 1.50011
C: 1.93641 -0.99432 0.96884
P: 1.41156 -1.09094 -0.80729
C: 2.06401 -2.91366 -0.91988
C: 2.31391 -3.57090 -2.28561
C: 1.21967 -3.86078 -0.03113
C: 2.37220 -0.37954 -2.52134
C: 2.28115 1.13300 -2.75614
C: 1.74641 -1.02397 -3.79070
H: -2.59761 -1.80472 -3.83079
H: -1.35719 -0.52067 -3.66501
H: -3.09591 -0.12173 -3.99055
H: -3.73152 -0.75914 -1.68002
H: -1.01674 -2.10808 -1.28390
H: -2.43779 -2.95810 -1.86165
H: -2.46884 -2.20917 -0.22692
H: -2.46752 1.68904 -3.06070
H: -2.26914 4.05828 -1.20884
H: -2.11616 3.97964 -2.96357
H: -0.78871 3.36928 -1.93681
H: -4.25862 2.65362 -0.75255
H: -4.62602 1.24393 -1.78500
H: -4.57391 2.89706 -2.50680
H: -4.55269 0.68896 0.33081
H: -6.27284 0.70216 2.14920
H: -5.74745 0.62974 3.86366
H: -6.17653 -0.86400 3.00588
H: -3.65515 -1.11280 4.18341
H: -1.26273 -1.19268 3.58458
H: 0.40771 -0.25224 3.96983
H: 2.65058 -0.71424 4.85916
H: 4.95757 -0.92927 4.44376
H: 5.51523 -0.31842 2.88570
H: 5.37662 -2.09029 3.15076
H: 4.05794 -1.55226 0.89088
H: 3.05099 -2.83051 -0.43611
H: 1.38425 -3.76989 -2.86065
H: 2.76284 -4.55541 -2.08151
H: 3.03102 -3.02010 -2.90136
H: 0.20537 -3.97786 -0.46420
H: 1.20297 -3.57235 1.03092
H: 1.67427 -4.86408 -0.10258
H: 3.40448 -0.75747 -2.34880
H: 1.20424 1.41871 -2.75204
H: 2.65812 1.40096 -3.77451
H: 2.79858 1.77845 -2.05185
H: 1.02215 -0.31735 -4.24482
H: 1.20543 -1.94561 -3.62185
H: 2.53643 -1.21202 -4.56997
Cl: 4.08108 1.50153 -0.14225
C: 2.84333 2.33194 0.70695
C: 1.47052 2.19787 0.51572
C: 0.69241 3.10942 1.19521
Cl: -1.04706 3.03904 1.13292
C: 1.18600 4.07809 2.08439
Cl: 0.11939 5.08889 2.94722
C: 2.57049 4.18824 2.26396
Cl: 3.21089 5.37663 3.27992
C: 3.38834 3.26270 1.60639
Cl: 5.08780 3.44617 1.85066

Spin multiplicity   5
Charge   +1
Energy above the lowest of the compared OMol25 structures with the same formula, charge and spin   5.3 kcal/mol
E_tot   -5664.24413 a.u.
⟨S²⟩   6.07

Results of the Löwdin charge analysis, in e, for atoms 1 through 8: atom 1 (Co): 0.304, atom 2 (C): -0.110, atom 3 (C): -0.513, atom 4 (C): -0.130, atom 5 (P): 1.031, atom 6 (C): -0.500, atom 7 (C): -0.127, atom 8 (C): -0.126



Record 7
A 2-piece molecular cluster, C4H12 overall at a distorted geometry, computed with wB97M-V/def2-TZVPD.

Atoms and positions in Å:
C: 1.47116 -1.20658 0.69768
C: 0.05425 -1.79212 0.80014
H: 1.49728 -0.38795 -0.02332
H: 1.83492 -0.80993 1.64545
H: 2.21186 -1.91670 0.36857
H: -0.60507 -1.29984 0.10099
H: -0.31048 -1.85481 1.81841
H: 0.09143 -2.82841 0.46210
C: -1.05151 0.93952 -1.15161
C: -0.51097 2.06726 -0.31081
H: -1.66731 1.33054 -1.96402
H: -0.35549 0.24091 -1.60870
H: -1.73599 0.32101 -0.56864
H: 0.11194 2.73243 -0.91859
H: 0.21264 1.77844 0.45952
H: -1.24867 2.68623 0.19281

Energy above the lowest of the compared OMol25 structures with the same formula, charge and spin   6.6 kcal/mol
E_tot   -159.57446 a.u.
SMILES   CC.CC

Results of the Löwdin charge analysis, in e, for atoms 1 through 8: atom 1 (C): -0.159, atom 2 (C): -0.148, atom 3 (H): 0.045, atom 4 (H): 0.061, atom 5 (H): 0.052, atom 6 (H): 0.021, atom 7 (H): 0.063, atom 8 (H): 0.060



Record 8
A 2-piece molecular cluster, C10H23BIO5S overall at a distorted geometry, computed with wB97M-V/def2-TZVPD.

Atoms and positions in Å:
C: 0.36041 0.92913 2.05861
C: 0.57152 -0.65686 1.76770
C: 0.27809 -1.02648 0.21105
C: -1.21855 -0.68165 -0.24796
O: -2.06288 -1.84216 -0.52116
S: -2.24120 -2.82266 0.83418
I: -3.98917 -4.41120 0.25163
B: -2.93348 -1.88478 2.30908
O: -3.02108 -2.62855 3.55963
O: -3.36984 -0.51667 2.32323
C: -4.33521 -0.27158 1.23477
C: -5.35872 0.85311 1.81401
H: -0.74343 1.11175 2.36261
H: 0.99048 1.27606 2.96004
H: 0.53647 1.57903 1.12714
H: 1.67398 -0.87274 2.04475
H: -0.06775 -1.27569 2.48841
H: 0.62089 -2.09233 -0.03309
H: 0.97492 -0.32224 -0.38744
H: -1.67957 0.07250 0.48811
H: -1.13307 -0.11224 -1.25147
H: -2.26920 -2.30329 4.12848
H: -4.92112 -1.21073 0.93502
H: -3.82312 0.21062 0.33379
H: -5.58287 1.66698 1.03682
H: -6.31501 0.36210 2.23134
H: -4.82475 1.38545 2.68421
O: 2.11265 1.65384 -0.49376
C: 2.97119 1.52485 -1.35003
O: 2.63903 1.59613 -2.65111
C: 3.59163 1.66635 -3.72520
C: 4.03186 0.28189 -4.15560
C: 4.38730 1.19053 -0.97724
H: 4.43220 2.31262 -3.46470
H: 3.07512 2.15332 -4.55696
H: 4.54565 -0.24505 -3.34814
H: 4.70618 0.34186 -5.01274
H: 3.16575 -0.32590 -4.43085
H: 4.48652 0.10782 -0.87739
H: 4.61216 1.66034 -0.01758
H: 5.12602 1.56651 -1.68219

Charge   +1
Energy above the lowest of the compared OMol25 structures with the same formula, charge and spin   61.4 kcal/mol
E_tot   -1491.47352 a.u.

Results of the Löwdin charge analysis, in e, for atoms 1 through 8: atom 1 (C): -0.112, atom 2 (C): -0.220, atom 3 (C): -0.172, atom 4 (C): -0.227, atom 5 (O): -0.455, atom 6 (S): 0.729, atom 7 (I): 0.800, atom 8 (B): -0.765



Q: Which of these has the lowest E_tot?
A: C32H40Cl5CoNP2